[1]
The following is a quantum chemistry calculation of C21H36ClIIrN2OSbSi3 as an isolated structure, from OMol25.

Cartesian coordinates (Å):
Ir (0.3648, 1.4442, 1.1730)
Cl (-0.1098, -3.2215, 6.0787)
C (-0.4316, -1.9146, 5.0076)
C (-1.6215, -1.2443, 5.0719)
C (-1.9435, -0.1988, 4.1755)
I (-3.7015, 0.8563, 4.4439)
C (-1.0622, 0.1385, 3.1725)
O (-1.2777, 1.0337, 2.2017)
C (0.2056, -0.4756, 3.1937)
N (1.1068, 0.0244, 2.2866)
C (2.3518, -0.4345, 2.2559)
C (2.7686, -1.4486, 3.1156)
C (1.8761, -2.0002, 4.0057)
C (0.5613, -1.5095, 4.0782)
H (-2.3355, -1.5149, 5.8379)
H (3.0206, 0.0200, 1.5393)
H (3.7954, -1.7809, 3.0737)
H (2.1791, -2.8058, 4.6616)
C (-1.1974, -2.9915, 0.9018)
Si (-0.2989, -2.4364, -0.6301)
C (-0.9025, -3.2572, -2.1831)
C (1.5544, -2.5854, -0.4865)
Sb (-0.7129, 0.1495, -0.8163)
Si (-3.3611, 0.4536, -0.9529)
C (-3.9760, 0.1076, 0.7519)
C (-3.5897, 2.2054, -1.5232)
C (-3.7347, -0.8531, -2.2227)
Si (0.3420, 0.9622, -3.0803)
C (-0.0585, -0.3521, -4.3339)
C (-0.3690, 2.6418, -3.4510)
C (2.1807, 1.0582, -2.7785)
H (-0.9569, -4.0400, 1.0988)
H (-2.2803, -2.9196, 0.7868)
H (-0.9108, -2.4107, 1.7796)
H (-0.6470, -4.3184, -2.1057)
H (-0.4175, -2.8675, -3.0761)
H (-1.9804, -3.1896, -2.3196)
H (1.8410, -3.6265, -0.3170)
H (1.9433, -1.9935, 0.3394)
H (2.0434, -2.2545, -1.4052)
H (-3.5125, 0.7961, 1.4556)
H (-3.7511, -0.9127, 1.0672)
H (-5.0592, 0.2465, 0.8057)
H (-3.0526, 2.9038, -0.8799)
H (-4.6495, 2.4712, -1.4797)
H (-3.2586, 2.3470, -2.5516)
H (-3.7098, -1.8488, -1.7795)
H (-3.0547, -0.8278, -3.0752)
H (-4.7448, -0.6923, -2.6110)
H (-1.1071, -0.6504, -4.3398)
H (0.5551, -1.2391, -4.1737)
H (0.1763, 0.0336, -5.3300)
H (-1.3720, 2.5857, -3.8741)
H (0.2678, 3.1426, -4.1854)
H (-0.4094, 3.2744, -2.5625)
H (2.5613, 0.1726, -2.2667)
H (2.4178, 1.9356, -2.1822)
H (2.7079, 1.1480, -3.7317)
C (5.0258, 4.1013, 0.8221)
C (4.2136, 3.5428, -0.3552)
C (3.0286, 2.8170, 0.0870)
N (2.0839, 2.2843, 0.4567)
H (5.9875, 4.4456, 0.4500)
H (5.2044, 3.3397, 1.5788)
H (4.5132, 4.9424, 1.2836)
H (4.8072, 2.8515, -0.9577)
H (3.8725, 4.3392, -1.0200)

HOMO level: -13.2106 eV
total charge: +2
lowest unoccupied orbital energy: -7.5127 eV
spin multiplicity: 1
energy: -2977.07299 hartree
energy relative to the best compared isomer or geometry (same formula, charge and spin): 0.0 kcal per mole
Kohn-Sham gap: 5.70 eV

[2]
The following is a quantum chemistry calculation of a 9-piece molecular cluster, C14H31Cl16OS2 overall, from OMol25.

Cartesian coordinates (Å):
C (0.9035, -0.6557, 7.3764)
C (-0.0241, -1.3028, 6.2475)
C (-0.9859, -0.1608, 5.7429)
O (-2.2339, -0.6108, 5.1238)
S (-2.0677, -1.9006, 4.0992)
C (-0.6423, -1.6235, 2.9527)
S (-1.2937, -1.4307, 1.2203)
C (0.2110, -1.1377, 0.1858)
C (0.8151, 0.2878, 0.5898)
H (1.1440, -1.4524, 8.1188)
H (0.4417, 0.2451, 7.8487)
H (1.8797, -0.3182, 6.9369)
H (0.6832, -1.5862, 5.4176)
H (-0.5909, -2.1905, 6.6341)
H (-1.2936, 0.4202, 6.6646)
H (-0.4100, 0.5694, 5.1101)
H (-1.6691, -3.0274, 4.8206)
H (0.0294, -0.7910, 3.2810)
H (-0.0104, -2.5588, 2.9531)
H (-0.0422, -1.1600, -0.9052)
H (1.0028, -1.9218, 0.3300)
H (0.7769, 0.9346, -0.3272)
H (1.8606, 0.2135, 0.9864)
H (0.1299, 0.7917, 1.3292)
C (2.0804, -0.8044, -3.4296)
Cl (1.4172, 0.6423, -2.6594)
Cl (2.9818, -1.7937, -2.2711)
H (1.2600, -1.3933, -3.8332)
H (2.7497, -0.5019, -4.2308)
C (-0.7762, -2.1686, -6.2922)
Cl (0.8042, -1.5851, -6.8294)
Cl (-1.0241, -1.8537, -4.5677)
H (-1.5546, -1.6546, -6.8556)
H (-0.8337, -3.2403, -6.4658)
C (6.8270, -1.6634, -2.0884)
Cl (7.6113, -0.2720, -1.3313)
Cl (7.6826, -2.1698, -3.5493)
H (6.8178, -2.4896, -1.3819)
H (5.8086, -1.3914, -2.3538)
C (-2.3525, 2.4105, 0.1827)
Cl (-1.5812, 3.7954, 0.9646)
Cl (-1.4773, 1.9196, -1.2720)
H (-2.3664, 1.5758, 0.8802)
H (-3.3684, 2.6814, -0.0929)
C (-3.2529, 2.9810, 6.2994)
Cl (-1.6149, 2.9645, 6.9729)
Cl (-4.4160, 3.6330, 7.4542)
H (-3.2581, 3.5997, 5.4055)
H (-3.5395, 1.9624, 6.0474)
C (0.7678, -1.6846, -10.9458)
Cl (-0.8696, -1.7725, -10.2842)
Cl (0.9032, -0.4132, -12.1643)
H (1.4617, -1.4718, -10.1365)
H (1.0127, -2.6391, -11.4040)
C (-4.1980, 0.4242, -6.9244)
Cl (-4.7057, 1.9203, -7.7123)
Cl (-3.2050, -0.5675, -8.0023)
H (-3.6157, 0.6718, -6.0403)
H (-5.0813, -0.1423, -6.6412)
C (0.7182, 4.2092, 4.5869)
Cl (2.1868, 5.1021, 4.9885)
Cl (1.0873, 2.7279, 3.6871)
H (0.2073, 3.9359, 5.5061)
H (0.0770, 4.8401, 3.9761)

HOMO level: -12.2034 eV
total charge: +1
lowest unoccupied orbital energy: -4.2399 eV
spin multiplicity: 1
energy: -8786.32618 hartree
Kohn-Sham gap: 7.96 eV

[3]
The following is a quantum chemistry calculation of C51H69IrN5O2P4S2 as an isolated structure, from OMol25.

Cartesian coordinates (Å):
Ir (-0.5638, -0.7437, -0.5693)
C (2.0166, 0.8684, 1.5301)
N (1.6009, 0.3381, 2.8310)
C (0.2891, -0.3015, 2.8843)
P (-0.2557, -1.5661, 1.5994)
C (-1.8676, -1.9118, 2.4231)
C (-2.7277, -0.8493, 2.7070)
C (-3.9448, -1.0626, 3.3308)
C (-4.3401, -2.3491, 3.6628)
C (-3.5124, -3.4168, 3.3550)
C (-2.2873, -3.2014, 2.7420)
C (0.6634, -3.0861, 1.9882)
C (1.6070, -3.1789, 3.0047)
C (2.2420, -4.3882, 3.2412)
C (1.9568, -5.4954, 2.4560)
C (1.0507, -5.3906, 1.4111)
C (0.4092, -4.1866, 1.1743)
C (2.2256, 0.7192, 4.0137)
C (1.9228, 0.0884, 5.2311)
C (2.5522, 0.4478, 6.4097)
C (3.5107, 1.4470, 6.4293)
C (3.8254, 2.0774, 5.2365)
C (3.1992, 1.7261, 4.0539)
P (2.9138, -0.5565, 0.6944)
C (4.4852, -0.2644, 1.6364)
C (5.1703, 0.9405, 1.4648)
C (6.2757, 1.2418, 2.2391)
C (6.7200, 0.3326, 3.1909)
C (6.0702, -0.8800, 3.3435)
C (4.9529, -1.1774, 2.5718)
C (3.5090, 0.0984, -0.9149)
C (4.6894, -0.4747, -1.3938)
C (5.2001, -0.1116, -2.6267)
C (4.5424, 0.8399, -3.3928)
C (3.3742, 1.4149, -2.9235)
C (2.8454, 1.0391, -1.6953)
H (2.6750, 1.7233, 1.6474)
H (1.1350, 1.1796, 0.9575)
H (-0.4722, 0.4863, 2.7767)
H (0.1351, -0.7866, 3.8443)
H (-2.4473, 0.1609, 2.4366)
H (-4.5858, -0.2212, 3.5598)
H (-5.2891, -2.5208, 4.1521)
H (-3.8163, -4.4261, 3.5983)
H (-1.6545, -4.0471, 2.5177)
H (1.8623, -2.3126, 3.6013)
H (2.9626, -4.4646, 4.0452)
H (2.4481, -6.4379, 2.6560)
H (0.8480, -6.2418, 0.7754)
H (-0.2758, -4.0858, 0.3419)
H (1.1954, -0.7085, 5.2867)
H (2.2818, -0.0662, 7.3229)
H (4.0010, 1.7272, 7.3507)
H (4.5670, 2.8653, 5.2195)
H (3.4911, 2.2561, 3.1610)
H (4.8286, 1.6417, 0.7125)
H (6.7805, 2.1903, 2.1052)
H (7.5782, 0.5742, 3.8039)
H (6.4317, -1.5922, 4.0741)
H (4.4507, -2.1287, 2.6992)
H (5.2114, -1.1967, -0.7761)
H (6.1171, -0.5600, -2.9871)
H (4.9382, 1.1237, -4.3590)
H (2.8665, 2.1618, -3.5174)
H (1.9185, 1.4899, -1.3597)
C (3.1161, -5.6089, -3.4602)
C (2.7308, -4.1566, -3.7024)
O (1.6063, -4.0050, -4.5529)
P (0.1838, -4.7341, -4.2239)
S (-0.5684, -1.5435, -2.7568)
S (-0.2949, -3.9907, -2.3171)
O (-0.6339, -3.8187, -5.2963)
C (-2.0486, -3.9328, -5.4281)
C (-2.6734, -2.5548, -5.5581)
H (4.0500, -5.6559, -2.9015)
H (3.2385, -6.1307, -4.4091)
H (2.3335, -6.1115, -2.8912)
H (3.5402, -3.6270, -4.2080)
H (2.5363, -3.6625, -2.7432)
H (-2.4755, -4.4544, -4.5646)
H (-2.2655, -4.5243, -6.3233)
H (-2.3803, -1.9353, -4.7148)
H (-3.7596, -2.6420, -5.5753)
H (-2.3322, -2.0682, -6.4713)
N (-1.2776, 1.0668, -0.7112)
P (-2.4142, 2.0821, -1.0463)
N (-2.5409, 3.3094, 0.0997)
C (-1.2617, 3.7262, 0.6857)
C (-1.2591, 3.4981, 2.1915)
C (-2.3029, 4.4115, 2.8503)
C (-3.4922, 4.6429, 1.9009)
C (-3.6933, 3.4374, 0.9887)
N (-3.9968, 1.4996, -1.1110)
C (-4.3187, 0.3858, -0.2231)
C (-4.1546, -0.9711, -0.9064)
C (-4.9615, -1.0267, -2.2017)
C (-4.5578, 0.1423, -3.1003)
C (-4.7553, 1.4601, -2.3516)
N (-2.1656, 2.9121, -2.4601)
C (-2.5288, 4.2944, -2.7050)
C (-1.2820, 5.1466, -2.9438)
C (-0.4502, 4.5538, -4.0815)
C (-0.1097, 3.0970, -3.7693)
C (-1.3873, 2.2995, -3.5264)
H (-1.0820, 4.7896, 0.4798)
H (-0.4744, 3.1455, 0.2013)
H (-0.2644, 3.6824, 2.6003)
H (-1.5072, 2.4497, 2.3778)
H (-1.8458, 5.3706, 3.1003)
H (-2.6480, 3.9561, 3.7806)
H (-3.3122, 5.5242, 1.2818)
H (-4.4038, 4.8204, 2.4726)
H (-4.5882, 3.5616, 0.3785)
H (-3.8398, 2.5454, 1.6141)
H (-5.3498, 0.5110, 0.1347)
H (-3.6452, 0.4358, 0.6325)
H (-4.4560, -1.7658, -0.2197)
H (-3.0934, -1.1132, -1.1358)
H (-6.0315, -0.9583, -1.9745)
H (-4.7770, -1.9729, -2.7143)
H (-5.1509, 0.1462, -4.0176)
H (-3.5008, 0.0415, -3.3660)
H (-5.8171, 1.5753, -2.0956)
H (-4.4535, 2.3033, -2.9724)
H (-3.0889, 4.6622, -1.8461)
H (-3.1758, 4.3485, -3.5926)
H (-0.6818, 5.1607, -2.0303)
H (-1.5762, 6.1723, -3.1770)
H (0.4674, 5.1294, -4.2196)
H (-1.0217, 4.6006, -5.0137)
H (0.5092, 3.0512, -2.8686)
H (0.4469, 2.6545, -4.5974)
H (-1.1506, 1.2744, -3.2313)
H (-1.9845, 2.2769, -4.4487)

HOMO level (alpha / beta): -6.9083 / -7.0169 eV
total charge: 0
lowest unoccupied orbital energy (alpha / beta): -1.0068 / -0.8465 eV
spin multiplicity: 2
energy: -4675.17384 hartree
energy relative to the best compared isomer or geometry (same formula, charge and spin): 42.8 kcal per mole
Kohn-Sham gap (alpha / beta): 5.90 / 6.17 eV

[4]
The following is a quantum chemistry calculation of C4H8NO2 as an isolated structure, from OMol25.

Cartesian coordinates (Å):
C (0.5946, -1.0735, -0.2954)
N (0.9714, -1.6901, 2.1631)
C (-0.0230, 0.5253, 1.4454)
C (0.4771, -0.8283, 1.2087)
C (-1.1049, 1.5899, -2.4230)
O (-1.6045, 1.1340, -1.3301)
O (-1.2637, 2.7847, -2.8525)
H (1.2422, -1.9679, -0.4576)
H (-0.3199, -1.0583, -0.9360)
H (1.1799, -0.2311, -0.6484)
H (-0.4610, 0.9265, -3.0692)
H (1.1416, 0.3575, 1.3223)
H (-0.3917, 0.5725, 2.4653)
H (-0.6667, 1.0247, 0.7070)
H (0.2286, -2.0659, 2.7003)

HOMO level (alpha / beta): -7.3067 / -7.3018 eV
total charge: 0
lowest unoccupied orbital energy (alpha / beta): -2.1371 / -4.4393 eV
spin multiplicity: 2
energy: -362.19930 hartree
energy relative to the best compared isomer or geometry (same formula, charge and spin): 121.7 kcal per mole
Kohn-Sham gap (alpha / beta): 5.17 / 2.86 eV